(1)
Density functional theory data (wB97M-V/def2-TZVPD) for a 3-piece molecular cluster, C23H50O6PS2 overall.

Geometry as XYZ:
```
82
Properties=species:S:1:pos:R:3:forces:R:3:mulliken_charge:R:1
C 3.40843 -7.14849 0.01246 -0.3 0.0 0.3 -1.237
C 1.97901 -7.64227 -0.23185 0.1 -0.1 0.0 -0.214
C 1.81221 -8.26228 -1.61701 0.3 0.3 -0.2 -0.766
C 1.89430 -7.22004 -2.76046 -0.4 -0.4 0.0 -0.713
C 0.64404 -7.14695 -3.66754 0.1 0.3 -0.2 -0.858
C 0.03341 -5.73717 -3.70878 0.0 -0.5 0.2 -1.002
C -0.71145 -5.41748 -2.41277 0.2 0.1 -0.2 0.222
C -0.93427 -3.92590 -2.14217 0.3 -0.3 0.3 -0.741
C -0.99322 -3.63095 -0.63736 -0.3 0.5 -0.2 -0.911
C -1.80654 -2.37203 -0.31225 -0.2 -0.3 -0.2 -0.219
C -2.18050 -2.23244 1.17149 0.5 -0.2 0.1 -0.908
C -1.36534 -1.22947 2.00812 -0.6 0.3 0.4 -1.021
C -1.06611 0.12619 1.34062 0.4 -0.6 -0.1 -0.227
C 0.42594 0.31491 1.07505 0.1 0.7 0.3 0.134
C 1.17296 -0.78742 0.33706 0.2 0.6 -0.5 -0.184
O 2.51915 -0.41669 0.44824 0.0 -0.4 0.2 -0.576
P 2.83984 0.04479 2.13216 0.2 0.1 0.2 -0.328
O 1.12378 0.51130 2.28138 -0.1 -0.2 0.0 -0.532
H 4.04551 -7.98055 0.31501 0.1 0.0 -0.2 0.330
H 3.81932 -6.66817 -0.87417 0.1 0.0 0.0 0.315
H 3.42850 -6.42194 0.82472 0.1 0.0 0.0 0.366
H 1.72621 -8.38507 0.52863 0.0 0.0 0.1 0.387
H 1.28267 -6.81134 -0.09790 -0.1 0.0 -0.1 -0.001
H 2.62483 -8.98169 -1.75539 -0.1 -0.2 0.1 0.398
H 0.87606 -8.81698 -1.69024 0.0 0.0 0.1 0.355
H 2.75488 -7.45287 -3.38646 0.1 0.2 0.0 0.464
H 2.05230 -6.23138 -2.32570 0.1 0.0 0.0 0.436
H 0.91693 -7.42505 -4.68821 0.0 -0.1 0.0 0.387
H -0.11640 -7.85949 -3.33846 0.0 0.0 0.0 0.372
H 0.85638 -5.03070 -3.84232 -0.1 0.1 -0.1 0.383
H -0.63654 -5.66760 -4.56888 0.0 0.2 0.0 0.432
H -0.11960 -5.82410 -1.58731 0.0 0.0 0.1 -0.294
H -1.66282 -5.95671 -2.41776 0.0 0.0 0.1 0.282
H -0.08933 -3.38406 -2.57335 -0.1 0.2 -0.1 0.330
H -1.84848 -3.56673 -2.61856 0.0 0.0 -0.1 0.404
H -1.45535 -4.47893 -0.12357 0.1 -0.1 0.1 0.433
H 0.02287 -3.48080 -0.26779 0.0 -0.3 0.2 0.269
H -1.26424 -1.50260 -0.68419 0.0 0.1 0.1 0.138
H -2.72800 -2.42159 -0.90222 0.0 0.0 0.0 0.493
H -2.03289 -3.21777 1.62834 -0.2 0.0 0.1 0.385
H -3.24803 -2.02697 1.27465 0.0 0.2 -0.1 0.347
H -1.95634 -1.03653 2.90966 0.1 -0.1 0.1 0.310
H -0.44556 -1.68314 2.37488 0.1 0.1 -0.1 0.430
H -1.60722 0.21198 0.39725 0.0 0.0 0.0 0.120
H -1.39235 0.96076 1.96315 0.0 0.0 0.1 0.388
H 0.54817 1.22309 0.47196 -0.1 -0.1 -0.2 0.065
H 0.98578 -1.78295 0.75839 0.0 -0.1 0.0 0.186
H 0.90907 -0.76915 -0.72855 -0.1 -0.2 0.0 0.247
H 4.23229 -0.35167 2.01190 -0.1 0.0 0.0 0.029
H 2.46290 -1.30594 2.53914 0.1 0.0 0.0 -0.036
H 3.03473 0.44166 3.51257 0.0 0.0 0.0 0.019
H 3.17026 1.38537 1.67800 -0.1 0.0 0.0 -0.077
C -2.66138 5.74926 -1.46528 -0.1 0.0 0.0 -0.660
C -3.06410 5.34467 -0.04149 -0.1 -0.2 -0.1 -0.321
C -3.30580 3.82929 -0.03808 -0.1 0.2 0.1 -0.767
S -2.23260 3.16062 -1.31719 0.1 0.2 0.2 1.056
O -3.04856 2.57664 -2.35535 0.0 -0.1 0.0 -0.730
O -1.15973 2.42904 -0.70220 -0.1 -0.1 -0.3 -0.466
C -1.60674 4.73716 -1.89427 0.0 0.2 -0.1 -0.740
H -2.27062 6.76631 -1.49929 0.0 0.0 0.0 0.358
H -3.52603 5.69615 -2.13188 0.0 0.0 0.0 0.311
H -2.25506 5.58241 0.64269 -0.1 0.0 -0.1 0.107
H -3.94810 5.88607 0.29391 0.0 0.0 0.0 0.424
H -3.02726 3.36450 0.90473 0.0 -0.1 0.0 0.380
H -4.32985 3.56199 -0.29314 0.0 0.0 -0.1 0.385
H -1.44124 4.68080 -2.96760 0.0 -0.1 0.0 0.420
H -0.66303 4.90853 -1.37705 0.0 -0.1 0.0 0.301
C 2.00140 8.32902 2.53503 0.0 0.1 0.0 -0.641
C 1.03933 8.91845 3.57615 0.0 0.0 0.0 -0.603
C -0.25284 9.30079 2.84242 0.1 0.1 0.2 -0.720
S -0.37093 8.18473 1.43536 0.1 -0.2 0.1 1.216
O -0.27200 8.95349 0.21935 -0.1 0.0 0.0 -0.708
O -1.46701 7.26635 1.62472 0.0 0.3 0.0 -0.698
C 1.17852 7.33735 1.72043 0.2 0.0 0.1 -0.710
H 2.85568 7.84158 3.00127 0.0 0.0 0.0 0.349
H 2.37856 9.12171 1.88506 0.0 0.0 0.0 0.305
H 0.82269 8.16654 4.33685 0.0 0.0 0.0 0.305
H 1.46939 9.78203 4.08150 0.0 0.0 0.0 0.319
H -1.14214 9.17403 3.45446 -0.1 0.0 -0.1 0.350
H -0.21694 10.31375 2.44627 0.0 0.0 -0.1 0.346
H 1.61708 7.07483 0.76075 -0.1 0.0 0.0 0.421
H 0.95714 6.43393 2.28830 0.0 0.0 0.0 0.399
```
Positions in Å, forces in eV/Å.

Computed properties:
Net charge = -1
Max |F| = 0.79 eV/A
LUMO level = 1.8755 eV
Frontier orbital gap = 0.2020 Eh
Energy = -67905.024 eV
Highest occupied orbital energy = -3.6 eV
Spin multiplicity = 1

=====

(2)
Density functional theory data (wB97M-V/def2-TZVPD) for C23H50O9 as an isolated structure at a distorted geometry.

Geometry as XYZ:
```
82
Properties=species:S:1:pos:R:3:forces:R:3:mulliken_charge:R:1
C 12.30583 -4.81478 -15.93604 2.6 1.3 3.7 -0.296
C 13.38031 -5.19984 -14.89395 -1.5 -1.2 1.4 -0.467
O 14.42213 -5.72016 -15.22183 0.2 0.0 -0.3 -0.584
C 13.03019 -5.04637 -13.40334 1.2 -0.2 -0.9 -1.591
H 12.66864 -5.04961 -16.93670 1.5 1.2 3.8 0.306
H 12.09051 -3.75128 -15.83263 0.7 -0.6 0.7 -0.021
H 11.36698 -5.35414 -15.81053 0.6 0.7 1.0 1.072
H 13.87890 -5.33693 -12.78417 0.1 -0.2 -0.2 0.382
H 12.20467 -5.71156 -13.15008 -0.3 0.3 0.0 0.389
H 12.80276 -3.99483 -13.22832 0.1 -0.8 0.2 0.525
C 10.15129 -2.54223 -15.22548 -0.4 0.0 5.2 0.234
C 10.33675 -2.86790 -13.73691 1.7 -1.5 -0.6 0.021
O 11.47882 -2.99257 -13.24093 -3.2 1.9 -0.7 -0.640
C 9.14096 -3.36911 -12.93648 0.6 0.1 1.1 -1.512
H 10.39225 -3.46549 -15.75238 -0.7 0.4 1.0 -0.298
H 10.86010 -1.79669 -15.58585 -0.8 -0.2 1.0 0.202
H 9.11552 -2.25380 -15.40460 1.9 0.4 1.3 0.722
H 9.53350 -3.70685 -11.97735 0.1 0.2 0.2 0.465
H 8.65134 -4.26944 -13.30765 -0.1 0.3 -0.8 0.290
H 8.41146 -2.58660 -12.72763 -0.1 0.0 -0.3 0.360
C 6.13149 -3.57999 -17.69031 -1.0 -0.1 -0.4 -1.737
C 7.48811 -3.08247 -17.97214 1.3 0.6 -1.6 0.307
O 7.81741 -2.59447 -19.05529 -1.2 -0.8 0.9 -0.516
C 8.49829 -3.12374 -16.87576 -3.4 0.6 -0.7 -1.270
H 5.58685 -3.70440 -18.62625 0.0 0.0 0.1 0.464
H 5.62265 -2.80354 -17.11908 -0.1 0.0 0.2 0.380
H 6.10233 -4.50620 -17.11638 0.2 0.1 0.1 0.351
H 8.77859 -4.16031 -16.68851 -0.8 1.0 1.3 0.954
H 8.00566 -2.64205 -16.03114 -0.8 -0.7 -0.5 0.815
H 9.35567 -2.52208 -17.17744 -1.8 -0.3 0.7 0.511
C 9.89506 -0.48725 -18.67576 -0.7 0.7 -1.9 1.061
C 9.83477 0.39087 -19.92967 -1.0 1.6 -0.1 0.340
O 9.79597 1.61422 -19.83505 0.4 -1.1 -0.1 -0.621
C 9.59289 -0.24615 -21.32808 0.1 -0.1 0.7 -1.159
H 9.26666 -0.07297 -17.88735 -0.1 0.4 -0.2 0.247
H 10.88087 -0.56331 -18.21696 -0.3 0.3 -0.8 -0.771
H 9.45507 -1.43567 -18.98399 0.4 0.3 0.2 -0.194
H 10.31158 -1.03838 -21.53777 0.1 -0.1 0.0 0.281
H 9.54556 0.46010 -22.15697 0.5 0.3 0.4 0.381
H 8.60666 -0.71013 -21.34143 -0.1 -0.3 0.4 0.272
C 14.48064 -3.46380 -17.04865 -0.3 -0.1 -0.3 -1.134
C 14.21293 -2.51542 -15.93807 1.1 -1.4 0.2 0.885
O 13.30652 -1.70521 -16.05181 10.2 -2.4 6.6 -0.496
C 15.03052 -2.56256 -14.68893 -0.3 0.2 0.6 -1.597
H 14.47377 -4.51037 -16.74410 0.5 0.4 0.3 0.459
H 15.45966 -3.32587 -17.50756 0.0 0.4 -0.1 0.512
H 13.65220 -3.34310 -17.74666 0.8 0.0 0.0 0.230
H 15.90604 -1.92680 -14.82074 0.1 0.0 -0.1 0.426
H 15.36153 -3.55814 -14.39337 0.1 0.0 -0.4 0.349
H 14.44671 -2.16007 -13.86114 0.0 0.2 -0.1 0.379
C 14.30072 -1.73717 -21.12003 -0.4 0.7 -0.2 -1.552
C 13.75623 -1.90675 -19.75014 0.3 -1.6 1.2 0.868
O 13.20376 -2.96401 -19.45748 0.9 0.7 -1.9 -0.701
C 13.92143 -0.82471 -18.71893 -0.2 0.6 0.0 0.907
H 15.39000 -1.69745 -21.11825 0.0 -0.2 0.0 0.342
H 13.97654 -0.75496 -21.46396 0.0 0.1 -0.3 0.395
H 13.88006 -2.52531 -21.74450 0.4 0.1 -0.1 0.349
H 13.63828 -1.02473 -17.68553 0.2 -0.5 -1.5 -0.507
H 13.20286 -0.06366 -19.02316 0.2 0.5 -0.1 0.357
H 14.91777 -0.38764 -18.65284 0.0 0.1 -0.6 0.572
C 9.28074 -5.21066 -18.42943 0.8 -0.4 -0.9 -0.255
C 10.55437 -5.96225 -18.78760 -0.7 -1.2 -2.3 0.053
O 10.77471 -6.33227 -19.94643 -0.5 0.7 1.7 -0.646
C 11.60064 -6.15165 -17.72686 -2.5 -2.7 -4.4 -0.220
H 8.54049 -5.75106 -17.83943 0.3 -0.6 0.2 0.551
H 8.74766 -4.90063 -19.32821 0.4 0.1 0.0 0.533
H 9.55955 -4.35707 -17.81156 0.5 -1.0 -1.5 -0.494
H 11.13188 -6.46605 -16.79438 0.4 0.1 -0.7 0.560
H 12.10975 -5.19102 -17.80485 -1.5 -1.4 -2.1 -0.203
H 12.19322 -6.96362 -18.14835 0.5 0.2 0.3 0.477
C 12.69533 0.81951 -16.17125 0.0 -0.4 -0.2 -1.657
O 13.86167 1.60056 -16.28239 0.4 0.8 -0.4 -0.584
H 12.88027 -0.19292 -16.53025 -0.2 2.6 0.3 0.579
H 12.36362 0.75982 -15.13467 -0.2 0.0 0.1 0.416
H 11.89467 1.21885 -16.79381 0.2 0.4 0.1 0.321
H 14.59171 1.22417 -15.78544 -0.2 -0.2 0.1 0.313
C 11.24239 -2.63620 -17.60000 -0.5 -1.2 -1.8 -1.240
O 11.52813 -1.47970 -16.88644 -6.5 0.5 -4.9 -0.763
H 10.24050 -2.69776 -18.02489 1.4 0.9 -0.7 0.913
H 11.86201 -2.80100 -18.48148 -0.1 0.0 0.9 0.760
H 11.15131 -3.54264 -17.00152 0.7 0.6 -0.9 -0.975
H 12.39368 -1.56591 -16.48025 -2.3 -0.4 -1.7 0.864
```
Positions in Å, forces in eV/Å.

Computed properties:
Max |F| = 12.35 eV/A
Relative energy (zero: lowest compared OMol25 entry of this formula, charge and spin) = 14.588 eV
LUMO level = -0.0945 eV
Frontier orbital gap = 0.3193 Eh
Energy = -43073.370 eV
Highest occupied orbital energy = -8.8 eV
Spin multiplicity = 1